# 1
C5H8O2 as an isolated structure, computed with ωB97M-V/def2-TZVPD.

Each line ends with the Mulliken charge.
Geometry (Å):
C1 -1.06085 1.18185 -0.63054  -1.489
C2 -0.15314 0.18420 0.05565  1.326
C3 -0.81071 -0.92267 0.86989  -1.379
C4 1.00387 -0.36535 -0.78427  -0.478
C5 1.79773 -0.07652 0.47006  0.371
O1 2.80614 -0.44448 0.98683  -0.550
O2 0.84738 0.78231 0.97265  -0.412
H1 -0.46831 1.99018 -1.06917  0.355
H2 -1.60035 0.68596 -1.44800  0.332
H3 -1.80232 1.61536 0.04464  0.362
H4 -1.28544 -1.68982 0.25434  0.328
H5 -0.00637 -1.40676 1.43432  0.339
H6 -1.53141 -0.52416 1.58985  0.351
H7 0.94292 -1.36795 -1.20592  0.272
H8 1.32085 0.35785 -1.54034  0.271

Atomic forces in eV per Å
C 0.0225 0.0393 0.0727
C -0.2824 -0.1018 -0.2121
C -0.0175 -0.0321 0.0081
C 0.1172 -0.0974 -0.1038
C 0.5144 -0.0725 0.1731
O -0.3444 0.3714 -0.2546
O 0.1192 0.0111 0.0459
H -0.0567 -0.0852 0.0947
H 0.1130 0.0120 0.2026
H 0.1145 -0.0626 0.0268
H -0.1068 0.2057 -0.0683
H -0.2732 -0.0940 0.0050
H 0.0727 -0.0131 -0.1510
H 0.1404 0.0362 0.2113
H -0.1329 -0.1171 -0.0505

**Energy above the lowest of the compared OMol25 structures with the same formula, charge and spin**: 9.5 kcal per mole
**Lowest unoccupied orbital energy**: 0.7 eV
**HOMO energy**: -10.5 eV
**Molar mass**: 100.12 g mol⁻¹
**E**: -9409.42130 eV
**Orbital gap**: 11.22 eV

# 2
A 2-piece molecular cluster, C5H9N overall, computed with ωB97M-V/def2-TZVPD.

Each line ends with the Mulliken charge.
Geometry (Å):
C1 1.57753 -0.40491 -0.87714  -0.150
N1 1.44777 -1.37814 -0.09990  -0.343
C2 2.81526 -0.72075 -0.19728  -0.271
H1 0.97186 0.18389 -1.55655  0.336
H2 3.13236 -0.13653 0.66706  0.190
H3 3.59950 -1.29503 -0.69118  0.236
C3 -2.23002 -0.26575 -0.66453  -0.708
C4 -1.42714 -0.12171 0.38633  -0.012
C5 -1.01571 1.19516 0.97651  -0.870
H4 -2.49497 -1.24887 -1.04520  0.265
H5 -2.66653 0.59205 -1.17456  0.236
H6 -1.00658 -1.00968 0.85738  0.307
H7 -1.43984 2.03747 0.41965  0.296
H8 -1.34090 1.27656 2.02051  0.278
H9 0.07740 1.29624 0.97889  0.210

Atomic forces in eV per Å
C -0.1615 -0.3650 0.2221
N -0.0501 0.3644 -0.3375
C 0.4165 0.0521 0.1081
H 0.0706 -0.1096 0.0991
H -0.0363 -0.1073 -0.1593
H -0.1593 0.1300 0.0614
C 0.0418 0.0094 0.1215
C -0.1127 -0.0325 -0.1425
C -0.0048 0.0591 -0.0059
H 0.0678 0.1423 0.0663
H 0.0890 -0.0938 0.0934
H -0.0994 0.1294 -0.0725
H 0.0507 -0.1337 0.0705
H 0.0489 -0.0267 -0.1384
H -0.1610 -0.0180 0.0136

**Energy above the lowest of the compared OMol25 structures with the same formula, charge and spin**: 69.8 kcal per mole
**Lowest unoccupied orbital energy**: 1.1 eV
**HOMO energy**: -9.6 eV
**Molar mass**: 83.13 g mol⁻¹
**E**: -6817.96645 eV
**Orbital gap**: 10.70 eV
**SMILES**: C1=NC1.C=CC

# 3
C19H6Cl61F9INOPS as an isolated structure, computed with ωB97M-V/def2-TZVPD.

Each line ends with the Mulliken charge.
Geometry (Å):
O1 -2.70614 -5.15951 0.53448  -0.379
P1 -1.31225 -4.86046 -0.22681  0.356
Cl1 0.05174 -5.16287 1.25504  0.002
N1 -1.35983 -2.97396 -0.38832  -0.248
I1 -3.39280 -2.37379 -0.60410  0.525
C1 -0.63823 -2.54241 -1.63041  -0.622
C2 0.20802 -1.28735 -1.42675  -0.935
C3 1.37159 -1.48217 -0.44251  0.883
F1 1.47491 -2.77609 -0.01840  -0.216
F2 2.52140 -1.25260 -1.16801  -0.354
C4 1.46289 -0.43505 0.69718  0.593
F3 2.68171 -0.51615 1.25286  -0.261
F4 1.38842 0.78312 0.12795  -0.232
S1 0.15692 -0.54524 2.07178  1.369
F5 0.21839 -2.12871 2.10407  -0.284
F6 1.26582 -0.51798 3.19794  -0.207
F7 0.06853 1.02391 2.17245  -0.339
F8 -1.03552 -0.54894 1.02797  -0.337
F9 -0.91477 -0.62023 3.20699  -0.255
H1 -2.55320 -5.11480 1.49857  0.266
H2 -0.94580 -2.60516 0.46877  0.365
H3 0.01690 -3.32142 -2.00164  0.424
H4 -1.35061 -2.32470 -2.40957  0.308
H5 -0.40437 -0.43078 -1.17228  0.109
H6 0.61612 -1.07714 -2.40375  0.641
C5 -6.24229 -2.46674 -3.65910  0.368
Cl2 -4.69462 -3.10049 -4.23002  -0.038
Cl3 -7.36652 -3.78821 -3.38566  -0.065
Cl4 -5.96749 -1.59611 -2.12628  -0.144
Cl5 -6.92169 -1.33250 -4.82876  -0.112
C6 -6.98312 2.72953 -1.49688  0.191
Cl6 -7.89755 2.15053 -0.10102  -0.096
Cl7 -5.38914 3.27687 -0.96324  0.003
Cl8 -6.78082 1.40255 -2.65213  -0.039
Cl9 -7.85058 4.05784 -2.26316  -0.094
C7 0.09274 -7.81154 4.51619  0.292
Cl10 0.79899 -9.07030 3.50456  -0.049
Cl11 -1.22532 -7.03706 3.61416  -0.110
Cl12 -0.54901 -8.53739 5.98703  -0.085
Cl13 1.30507 -6.59601 4.92824  -0.078
C8 2.29320 2.99757 4.71584  0.219
Cl14 2.57674 2.06269 3.24335  -0.090
Cl15 3.31357 2.39303 6.02044  -0.098
Cl16 2.66789 4.69051 4.39684  0.015
Cl17 0.59700 2.83720 5.18927  -0.124
C9 4.86054 -3.85104 -4.65781  0.296
Cl18 5.19131 -2.15674 -5.03340  -0.103
Cl19 5.74041 -4.88653 -5.78044  -0.095
Cl20 5.35427 -4.20324 -3.00218  -0.072
Cl21 3.12227 -4.16346 -4.80306  -0.034
C10 -1.66527 4.56960 -1.63657  0.260
Cl22 -2.60100 4.76977 -0.14980  -0.081
Cl23 -0.91719 2.96082 -1.64248  -0.040
Cl24 -2.72457 4.72726 -3.03730  -0.070
Cl25 -0.40563 5.79824 -1.70546  -0.063
C11 4.24115 8.07707 6.43834  0.323
Cl26 3.05170 8.09670 7.74143  -0.104
Cl27 5.33052 6.70339 6.65237  -0.100
Cl28 3.39873 7.90864 4.88610  -0.016
Cl29 5.17257 9.57249 6.46584  -0.080
C12 4.24731 -7.49557 -0.90533  0.179
Cl30 2.99175 -8.70071 -1.19085  -0.029
Cl31 5.39816 -7.54022 -2.24417  -0.081
Cl32 3.50141 -5.89230 -0.80691  0.030
Cl33 5.08030 -7.84229 0.61017  -0.089
C13 0.17809 -2.89421 -7.05511  0.271
Cl34 0.59130 -4.19942 -8.16115  -0.081
Cl35 -1.20320 -1.99545 -7.68265  -0.081
Cl36 -0.24919 -3.58683 -5.47294  -0.041
Cl37 1.55815 -1.81047 -6.87281  -0.065
C14 -0.18750 -1.98612 6.77540  0.155
Cl38 0.16891 -3.01635 5.37952  -0.043
Cl39 0.85437 -2.45568 8.11850  -0.096
Cl40 0.10786 -0.29145 6.36706  0.023
Cl41 -1.87865 -2.19377 7.23700  -0.100
C15 -0.86804 -10.98606 -0.15878  0.322
Cl42 -2.05531 -12.23363 -0.52942  -0.087
Cl43 0.38543 -10.99295 -1.39993  -0.085
Cl44 -1.66648 -9.40359 -0.12785  -0.074
Cl45 -0.15129 -11.29562 1.42119  -0.074
C16 -0.51121 8.71242 2.48216  0.209
Cl46 -1.69808 8.73662 3.78728  -0.106
Cl47 0.58141 7.33978 2.70662  -0.019
Cl48 -1.34210 8.54177 0.93060  -0.071
Cl49 0.41174 10.21841 2.49505  -0.027
C17 3.60912 12.71041 3.76170  0.269
Cl50 5.29093 12.92307 4.26169  -0.115
Cl51 3.15365 11.01286 3.93023  0.025
Cl52 2.56085 13.70075 4.78148  -0.098
Cl53 3.43546 13.20007 2.07319  -0.063
C18 -6.05722 -3.94761 -8.76307  0.254
Cl54 -6.80305 -5.54653 -8.73656  -0.095
Cl55 -6.43253 -3.09664 -7.25554  -0.015
Cl56 -4.30368 -4.11555 -8.91348  -0.073
Cl57 -6.68134 -3.02393 -10.12818  -0.090
C19 3.50070 11.20791 -1.53266  0.279
Cl58 2.47441 10.48248 -0.29349  0.021
Cl59 4.75171 12.19055 -0.76542  -0.090
Cl60 4.26115 9.93009 -2.48788  -0.110
Cl61 2.51791 12.22644 -2.58816  -0.095

Atomic forces in eV per Å
O 1.0622 0.3380 0.5968
P -0.1472 -1.0347 -0.9554
Cl -0.2440 0.5290 -0.3039
N -0.5576 -0.6800 0.2647
I 0.1997 0.1221 -0.0738
C 0.8726 0.6979 0.2449
C -0.5533 -0.4734 0.3082
C 0.8437 0.0765 -1.7067
F -0.2055 0.6912 0.1739
F -0.3992 -0.0957 0.5339
C 0.9944 0.2894 0.0428
F -0.6772 -0.3034 -0.0370
F -0.4502 -0.5826 0.0682
S 0.8624 1.8207 2.9043
F -0.1499 -0.5327 -0.7945
F 0.0516 -0.3828 -0.3775
F -0.1487 0.0028 -0.6381
F -0.0939 -0.3113 -0.7476
F -0.6422 -0.2759 0.1739
H -0.5388 -0.1115 -0.0931
H -0.0983 0.3094 -0.1389
H 0.0008 -0.5000 0.1987
H -0.3275 -0.1278 -0.1323
H -0.0810 0.0908 0.1504
H 0.4209 0.1347 -0.2012
C 0.0446 -0.2401 -0.1367
Cl -0.0183 0.0605 -0.0246
Cl 0.0492 0.0504 0.0012
Cl -0.2174 -0.0158 0.2346
Cl 0.0955 0.0648 0.3733
C -0.0112 0.0551 0.0338
Cl -0.0196 -0.0269 -0.0024
Cl -0.1013 -0.0117 -0.0395
Cl -0.0852 0.3160 -0.0404
Cl 0.0533 -0.0307 0.0149
C 0.0849 -0.1745 0.1295
Cl 0.1085 0.2526 0.0912
Cl -0.2321 -0.0936 0.1735
Cl -0.0088 0.0810 -0.0276
Cl -0.0045 -0.0139 -0.0593
C 0.0526 0.0730 -0.0345
Cl 0.3720 0.2160 0.0908
Cl 0.0148 -0.0070 -0.0530
Cl -0.0281 -0.0364 0.1288
Cl -0.0928 0.0675 -0.0319
C 0.0347 -0.0155 0.0436
Cl -0.0493 -0.0100 -0.0033
Cl -0.0295 0.0024 0.0293
Cl 0.1448 0.2261 -0.1211
Cl -0.0116 -0.0501 0.0018
C -0.0069 0.1418 -0.0141
Cl 0.0875 0.0189 0.0121
Cl 0.0302 -0.0806 0.0151
Cl 0.0147 -0.0237 0.0240
Cl 0.0049 -0.0305 0.0228
C 0.0458 -0.0383 0.0714
Cl -0.0185 -0.0020 -0.0137
Cl -0.0100 -0.0345 -0.0104
Cl 0.0222 0.0458 0.0125
Cl -0.0217 -0.0336 -0.0348
C 0.0964 -0.1282 -0.0894
Cl -0.0982 -0.0194 0.0912
Cl -0.0248 -0.0314 0.1043
Cl -0.1002 0.0235 0.1009
Cl -0.0286 0.0061 -0.0261
C 0.0783 0.1062 -0.1901
Cl -0.0065 -0.0107 0.0515
Cl -0.0336 -0.0174 0.0392
Cl -0.0419 -0.0366 0.1154
Cl -0.0873 0.0255 0.0103
C 0.0077 0.1029 0.1676
Cl 0.0104 -0.0274 -0.0751
Cl -0.0115 -0.0063 -0.0258
Cl 0.0180 -0.1181 -0.0256
Cl -0.0040 -0.0097 -0.0318
C -0.0277 -0.0859 -0.0060
Cl -0.0187 0.0278 0.0265
Cl 0.0312 0.0211 -0.0265
Cl -0.0145 0.0779 -0.0184
Cl -0.0278 -0.1971 -0.1350
C -0.0739 0.1162 -0.0611
Cl 0.0114 -0.0100 0.0034
Cl 0.0409 -0.0379 -0.0054
Cl -0.0010 -0.0118 -0.0143
Cl -0.1975 -0.2128 -0.0396
C -0.0156 0.0622 0.0072
Cl -0.0009 -0.0123 0.0067
Cl 0.1980 0.2133 0.0237
Cl 0.0052 -0.0027 -0.0066
Cl -0.0562 0.0305 0.1827
C -0.0138 -0.0728 -0.0542
Cl 0.0125 0.0166 0.0133
Cl -0.0018 -0.1102 -0.3052
Cl 0.0212 0.0094 0.0203
Cl 0.0091 0.0022 0.0212
C 0.0402 0.0093 -0.0435
Cl -0.0236 -0.0151 0.0394
Cl 0.0415 -0.0645 -0.1603
Cl 0.0046 -0.0064 -0.0064
Cl -0.0048 0.0008 0.0038

**Net charge**: +1
**Lowest unoccupied orbital energy**: -4.7 eV
**HOMO energy**: -12.1 eV
**Molar mass**: 2787.82 g mol⁻¹
**E**: -839875.49172 eV
**Orbital gap**: 7.40 eV

# 4
A 2-piece molecular cluster, C2H4N2OS overall, computed with ωB97M-V/def2-TZVPD.

Each line ends with the Mulliken charge.
Geometry (Å):
C1 1.98815 -0.20007 0.05717  0.514
C2 -1.79863 0.69146 -0.15234  -0.700
N1 3.16252 -0.55217 0.17357  -0.535
N2 1.04388 0.53068 0.06791  -0.576
O1 -1.03725 -1.71878 0.41797  -0.406
S1 -1.04350 -0.41515 1.00597  0.505
H1 -2.44978 1.17905 0.43020  0.307
H2 -2.43187 0.31465 -0.96545  0.307
H3 -0.92089 1.21345 -0.47268  0.343
H4 3.48736 -1.04311 -0.56232  0.240

Atomic forces in eV per Å
C 0.5725 1.2522 0.6198
C 1.1798 -1.6883 -1.6093
N -0.5425 0.8653 2.6061
N -2.7193 -0.1092 0.5032
O -0.1447 -2.3852 -0.3765
S 1.5067 1.3700 -0.6371
H -2.1850 2.7606 2.1823
H 0.7626 -0.6907 0.1546
H -0.0561 0.9610 -0.5095
H 1.6260 -2.3357 -2.9336

**Energy above the lowest of the compared OMol25 structures with the same formula, charge and spin**: 111.2 kcal per mole
**Lowest unoccupied orbital energy (spin up / spin down)**: -2.1 / -1.3 eV
**HOMO energy (spin up / spin down)**: -8.6 / -9.6 eV
**Molar mass**: 104.13 g mol⁻¹
**E**: -17997.83763 eV
**Orbital gap (spin up / spin down)**: 6.53 / 8.26 eV

# 5
A 2-piece molecular cluster, C4H9BN3O5S overall, computed with ωB97M-V/def2-TZVPD.

Each line ends with the Mulliken charge.
Geometry (Å):
O1 -2.89154 -1.50866 3.73390  -0.427
B1 -1.93592 -0.66639 3.29842  0.622
O2 -2.18687 0.69442 3.04898  -0.523
O3 -0.61169 -1.12509 3.06016  -0.511
C1 -0.18655 -0.65299 1.87192  0.211
C2 -0.71600 -1.06973 0.71415  -0.254
N1 -0.02000 -0.31036 -0.23059  0.102
C3 0.83726 0.46491 0.33207  -0.115
N2 0.77772 0.29561 1.66377  -0.019
S1 1.67841 1.10859 2.86903  -0.066
H1 -3.73871 -1.13264 3.46479  0.333
H2 -2.69393 0.73261 2.22852  0.319
H3 -1.50096 -1.78271 0.54917  0.479
H4 -0.24662 -0.41450 -1.21725  0.238
H5 1.50783 1.14728 -0.15909  0.442
H6 0.75465 1.93584 3.42238  0.208
C4 2.12988 -0.04989 -4.16084  -0.702
N3 0.91843 0.80446 -4.00492  0.819
O4 0.02212 0.40553 -3.26836  -0.589
O5 0.89457 1.83517 -4.61688  -0.462
H7 2.00796 -0.94117 -3.55615  0.300
H8 2.21550 -0.30371 -5.21307  0.300
H9 2.98446 0.53342 -3.83011  0.294

Atomic forces in eV per Å
O 0.3622 -0.1310 -0.6954
B 0.2224 0.7041 0.5040
O 0.2025 -0.9830 -0.6134
O 0.0614 0.6969 0.1159
C -1.1805 -1.5779 1.8683
C 1.0065 1.0265 -0.6012
N -2.0899 -1.9530 -1.2867
C 1.2796 1.3563 0.3515
N -0.5727 0.1338 0.1194
S 0.7637 0.1236 0.3894
H -0.2953 -0.1281 0.6889
H -0.2360 0.6410 0.1513
H 0.0778 -0.0523 -0.3650
H 0.6104 0.5378 -0.2125
H -0.0069 0.0555 -0.0418
H -0.2418 -0.3538 -0.5777
C 0.0027 -0.2168 0.1213
N 0.1258 -0.1354 -0.0364
O 0.0198 -0.0485 0.3147
O -0.0895 0.1225 -0.0257
H -0.0636 0.0103 -0.0203
H 0.0457 0.1031 -0.0144
H -0.0044 0.0682 -0.1343

**Net charge**: +1
**Lowest unoccupied orbital energy**: -3.2 eV
**HOMO energy**: -14.1 eV
**Molar mass**: 222.01 g mol⁻¹
**E**: -30506.85458 eV
**Orbital gap**: 10.87 eV

# 6
A 2-piece molecular cluster, C3H2N2S2 overall, computed with ωB97M-V/def2-TZVPD.

Each line ends with the Mulliken charge.
Geometry (Å):
S1 2.38780 1.23945 0.17564  -0.286
C1 1.14271 0.37069 -0.09077  0.201
C2 0.03965 -0.30980 -0.28749  0.204
C3 -0.26752 -1.33861 -1.23662  -0.474
S2 0.78335 -1.82470 -2.41486  -0.271
H1 -0.88661 -0.24638 0.43642  0.200
H2 -1.07211 -1.93499 -1.31467  0.423
N1 -0.76791 2.03424 2.81985  -0.022
N2 -1.35937 2.01010 1.91249  0.025

Atomic forces in eV per Å
S -0.2900 -0.3183 -0.1188
C 0.3215 0.4781 0.0702
C -3.8266 -1.0947 1.6728
C 5.0709 1.0724 -1.9316
S -0.0276 0.3651 0.2756
H 2.2420 0.6504 -0.9285
H -3.4882 -1.1826 0.9344
N 0.5546 0.0365 0.8415
N -0.5566 -0.0069 -0.8157

**Energy above the lowest of the compared OMol25 structures with the same formula, charge and spin**: 18.2 kcal per mole
**Lowest unoccupied orbital energy**: -0.9 eV
**HOMO energy**: -8.6 eV
**Molar mass**: 130.20 g mol⁻¹
**E**: -27792.36869 eV
**Orbital gap**: 7.69 eV
**SMILES**: S=C=CC=S.N#N

- Which value of E does entry 5 give?
  -30506.85458 eV